C5H12O2 | ωB97M-V/def2-TZVPD

Properties
Gap between HOMO and LUMO, eV: 10.5524
HOMO energy, eV: -9.80
Electronic energy, eV: -9474.420
E_LUMO, eV: 0.748
ΔE to the lowest compared entry with this formula, charge and spin, eV: 0.7158
Molecular weight, u: 104.15

Last column: natural (NBO) charge in e.
Positions of all 19 atoms, in Å:
C1 2.62746 -0.79049 0.36653  -0.6031
C2 1.62883 0.16077 -0.28406  -0.4115
C3 0.19935 -0.03068 0.23060  0.1053
O1 0.03762 0.79305 1.36939  -0.7413
C4 -0.83980 0.26861 -0.85171  -0.4445
C5 -2.26767 -0.00225 -0.40792  -0.0640
O2 -2.61257 0.93911 0.60697  -0.7421
H1 3.64485 -0.61085 0.00386  0.2076
H2 2.62436 -0.67211 1.45489  0.2130
H3 2.37122 -1.83283 0.14108  0.1966
H4 1.65316 0.03329 -1.37393  0.1935
H5 1.90163 1.20155 -0.07614  0.2172
H6 0.06916 -1.09257 0.51893  0.1407
H7 -0.91393 0.95784 1.46879  0.4925
H8 -0.63081 -0.36554 -1.72243  0.2150
H9 -0.74357 1.31380 -1.17267  0.2152
H10 -2.34057 -1.02948 -0.01697  0.1617
H11 -2.95814 0.08548 -1.25861  0.1689
H12 -3.45057 0.67330 1.00339  0.4792

Forces on atoms 1 to 6 (eV/Å):
C 0.05 -0.03 0.06
C -0.01 0.02 -0.05
C 0.08 -0.25 -0.37
O -0.20 0.07 0.13
C -0.01 0.06 -0.01
C 0.10 -0.23 -0.27

***

C5H12O3 | ωB97M-V/def2-TZVPD

Properties
Gap between HOMO and LUMO, eV: 11.2852
HOMO energy, eV: -10.61
Electronic energy, eV: -11522.240
E_LUMO, eV: 0.671
ΔE to the lowest compared entry with this formula, charge and spin, eV: 0.5261
Molecular weight, u: 120.15

Last column: natural (NBO) charge in e.
Positions of all 20 atoms, in Å:
O1 2.13802 0.87349 0.14007  -0.6065
C1 1.10394 0.53776 0.66406  0.7979
O2 0.55815 1.29061 1.62748  -0.6875
C2 0.34338 -0.75034 0.34816  -0.5217
C3 -1.18503 -0.60395 0.21663  -0.1977
C4 -1.68415 0.33459 -0.83214  -0.6260
C5 -1.84563 -0.30846 1.61816  -0.6075
H1 1.03939 2.11707 1.69480  0.4986
H2 0.69559 -1.09343 -0.63662  0.2386
H3 0.40526 -1.57310 1.09467  0.2436
H4 -1.56028 -1.62030 0.02471  0.2004
H5 -2.78763 0.31239 -0.79189  0.2166
H6 -1.28785 1.35351 -0.81461  0.2101
H7 -1.44760 0.02859 -1.87805  0.2140
H8 -2.90282 -0.55891 1.51508  0.2005
H9 -1.50361 -1.05055 2.32342  0.2043
H10 -1.72553 0.74193 1.85485  0.2217
H11 3.40910 0.63237 -2.46973  0.4923
H12 4.46125 -0.61119 -2.67092  0.4811
O3 3.77607 -0.05207 -3.02812  -0.9730

Forces on atoms 1 to 6 (eV/Å):
O -0.23 -0.14 -0.32
C 0.62 -0.61 0.11
O -0.91 -0.35 0.23
C -0.86 -0.14 -0.55
C -0.26 -0.36 1.85
C -0.58 -0.04 -1.74

***

C5H12O3 | ωB97M-V/def2-TZVPD

Properties
Gap between HOMO and LUMO, eV: 10.4522
HOMO energy, eV: -9.79
Electronic energy, eV: -11520.870
E_LUMO, eV: 0.663
ΔE to the lowest compared entry with this formula, charge and spin, eV: 1.8964
Molecular weight, u: 120.15

Last column: natural (NBO) charge in e.
Positions of all 20 atoms, in Å:
C1 0.29262 -0.46519 1.09334  0.2106
C2 0.27132 0.86499 1.73577  -0.6872
C3 -0.89809 -1.37036 1.34711  -0.6434
O1 1.52582 -1.08421 1.26289  -0.7045
H1 1.51504 -1.95055 0.83962  0.4693
H2 0.19221 -0.16000 -0.15652  0.0964
H3 -0.12974 1.57446 0.89066  0.2823
H4 1.26602 1.26499 1.90785  0.2312
H5 -0.30216 0.88265 2.65595  0.2147
H6 -1.82597 -0.83508 1.15940  0.2230
H7 -0.86460 -2.25925 0.71540  0.2054
H8 -0.89576 -1.69435 2.38910  0.2158
C4 -0.83708 0.31364 -2.36479  -0.6963
C5 0.23696 0.85053 -1.44339  0.7157
O2 1.48413 0.49209 -1.91735  -0.7016
O3 0.09974 1.94827 -0.86449  -0.6293
H9 2.14900 1.02075 -1.45265  0.4939
H10 -1.80784 0.40849 -1.88430  0.2316
H11 -0.61850 -0.71564 -2.63922  0.2248
H12 -0.85311 0.91379 -3.27438  0.2477

Forces on atoms 1 to 6 (eV/Å):
C -0.40 0.17 -3.11
C -0.60 1.69 -1.40
C 0.22 0.07 0.27
O 0.36 -0.34 0.13
H -0.01 0.06 0.02
H 0.12 -1.26 2.75

***

C5H12O3 | ωB97M-V/def2-TZVPD

Properties
Gap between HOMO and LUMO, eV: 5.5755
HOMO energy, eV: -8.23
Electronic energy, eV: -11517.559
E_LUMO, eV: -2.653
ΔE to the lowest compared entry with this formula, charge and spin, eV: 5.2074
Molecular weight, u: 120.15

Last column: Löwdin charge in e.
Positions of all 20 atoms, in Å:
C1 2.90298 0.50368 0.98425  -0.0455
C2 2.27287 -0.33657 -0.05233  -0.0122
C3 0.96645 -0.15696 -0.39834  -0.0635
C4 0.24715 -1.15040 -1.00728  0.1023
C5 -1.18437 -1.06909 -1.27179  -0.2821
O1 -1.78891 -1.54830 -0.10824  -0.0325
H1 2.18608 1.27834 1.26972  0.0897
H2 3.71730 1.12434 0.60322  0.0978
H3 3.17162 -0.08584 1.85927  0.1030
H4 2.77940 -1.15988 -0.53840  0.1219
H5 0.42778 0.73357 -0.07018  0.0852
H6 0.75700 -2.05421 -1.34298  0.1381
H7 -1.49946 -0.02477 -1.38186  0.1231
H8 -1.50454 -1.55549 -2.20041  0.1267
H9 -2.35710 -0.76846 0.18194  -0.0153
H10 -3.83890 0.84903 1.09596  -0.0220
O2 -3.16405 0.29318 0.71037  -0.3250
H11 -0.92082 2.36093 0.81360  -0.0001
H12 -2.06034 1.16451 0.56399  -0.0113
O3 -1.11013 1.60239 0.28950  -0.1783

Forces on atoms 1 to 6 (eV/Å):
C -0.50 1.18 -0.48
C -0.46 -0.41 0.00
C 0.28 0.66 0.58
C 0.47 -0.55 -1.05
C -1.30 1.18 -0.82
O 0.79 -0.96 -0.26

***

C5H12O3Si | ωB97M-V/def2-TZVPD

Properties
Gap between HOMO and LUMO (spin up / spin down), eV: 5.9805 / 8.2580
HOMO energy (spin up / spin down), eV: -6.93 / -7.55
Electronic energy, eV: -19395.349
E_LUMO (spin up / spin down), eV: -0.949 / 0.704
ΔE to the lowest compared entry with this formula, charge and spin, eV: 6.7632
Molecular weight, u: 148.23

Last column: natural (NBO) charge in e.
Positions of all 21 atoms, in Å:
C1 -2.73604 -0.39687 -1.24560  -0.3857
C2 -1.92504 -0.60983 -2.27838  -0.4017
C3 1.41564 0.99168 -1.18986  -0.2351
C4 -0.62622 1.50536 2.60595  0.0194
C5 1.86497 -1.45416 1.16489  -0.4673
O1 0.23319 0.59174 2.50413  -0.7610
O2 0.69467 -1.98383 0.69782  -0.7295
O3 0.92140 0.89621 0.08417  -0.9250
Si1 1.59113 0.43335 1.49539  1.4655
H1 -2.97917 0.67798 -1.14226  0.1974
H2 -3.25646 -1.18079 -0.65029  0.2018
H3 -1.31923 0.25836 -2.44678  0.1927
H4 2.61235 0.75021 -1.26172  0.1547
H5 1.14127 2.01541 -1.71375  0.1869
H6 1.10868 0.18967 -1.79709  0.1721
H7 -1.10083 1.74147 3.55643  0.1382
H8 -1.00964 1.95205 1.77690  0.1303
H9 2.25072 -1.96802 2.00498  0.2036
H10 2.73271 -1.40160 0.36173  0.1609
H11 -1.71184 -1.52551 -2.72062  0.1939
H12 0.09775 -1.48289 0.19395  0.4879

Forces on atoms 1 to 6 (eV/Å):
C -0.89 0.02 -0.24
C -0.09 1.24 1.86
C 3.37 1.56 -1.43
C -1.98 1.04 2.32
C 1.57 2.88 -1.81
O 2.67 -2.05 0.19

***

C5H12O4 | ωB97M-V/def2-TZVPD

Properties
Gap between HOMO and LUMO, eV: 11.0578
HOMO energy, eV: -10.30
Electronic energy, eV: -13566.919
E_LUMO, eV: 0.756
ΔE to the lowest compared entry with this formula, charge and spin, eV: 3.2261
Molecular weight, u: 136.15

Last column: natural (NBO) charge in e.
Positions of all 21 atoms, in Å:
C1 -0.29559 -0.91930 1.01743  0.3773
C2 -0.78837 0.02523 -0.09535  -0.2965
C3 0.31247 0.81754 -0.83506  0.0947
C4 -1.62615 -0.78164 -1.08534  -0.6043
C5 1.65825 0.10067 -0.93854  -0.6628
O1 0.43950 2.15107 -0.36530  -0.2709
O2 0.86218 2.24024 0.98568  -0.4785
O3 0.65473 -0.37265 1.87412  -0.7358
O4 -1.44461 -1.30044 1.73392  -0.7352
H1 1.80374 2.45841 0.93051  0.4678
H2 0.44751 0.56429 2.01946  0.4910
H3 -1.16243 -1.78867 2.51580  0.4794
H4 0.18075 -1.81356 0.58024  0.1321
H5 -1.43879 0.75882 0.39479  0.2283
H6 -0.05449 1.03210 -1.84674  0.2028
H7 -2.38068 -1.34422 -0.54357  0.2346
H8 -0.99889 -1.47954 -1.63591  0.1987
H9 -2.12162 -0.12174 -1.79262  0.2101
H10 2.35720 0.71568 -1.50199  0.2152
H11 2.06904 -0.09941 0.04755  0.2357
H12 1.52624 -0.84287 -1.45909  0.2164

Forces on atoms 1 to 6 (eV/Å):
C 0.07 -0.01 -0.35
C 0.12 -0.03 0.15
C 0.15 -0.69 0.23
C 0.02 0.15 0.23
C -0.21 0.34 0.07
O 0.01 0.84 -0.41

***

C5H12OSi | ωB97M-V/def2-TZVPD

Properties
Gap between HOMO and LUMO, eV: 9.1570
HOMO energy, eV: -8.45
Electronic energy, eV: -15303.458
E_LUMO, eV: 0.709
ΔE to the lowest compared entry with this formula, charge and spin, eV: 1.8465
Molecular weight, u: 116.24

Last column: natural (NBO) charge in e.
Positions of all 19 atoms, in Å:
C1 -2.31410 1.36467 -0.20232  -0.4998
C2 -1.48757 0.39786 0.25981  -0.2206
C3 -1.95973 -0.76397 1.15804  -0.6948
C4 1.52016 0.04180 -1.93207  -1.1613
C5 1.67948 -1.09255 0.92722  -1.1969
O1 1.61498 1.62529 0.49187  -1.0751
Si1 1.00873 0.26257 -0.10057  1.8287
H1 -2.00893 2.07669 -1.00873  0.2059
H2 -3.47195 1.24206 -0.02302  0.1819
H3 -3.01597 -0.57785 1.03180  0.2037
H4 -1.77893 -0.77195 2.26177  0.2256
H5 -1.78431 -1.79169 0.71591  0.2138
H6 1.35110 0.87742 -2.69953  0.2537
H7 2.65159 -0.19480 -1.91771  0.2415
H8 1.04866 -0.88380 -2.30340  0.2430
H9 1.70112 -0.94871 2.03548  0.2665
H10 1.16232 -2.01213 0.64631  0.2468
H11 2.81465 -1.14513 0.70292  0.2520
H12 1.26872 2.29423 -0.04378  0.4853

Forces on atoms 1 to 6 (eV/Å):
C -0.81 -1.52 -0.50
C 2.99 0.00 -0.02
C -0.74 0.13 -0.83
C 1.02 -0.01 -0.36
C 1.91 -0.28 0.62
O 1.06 -0.23 1.35

***

C5H12OSi | ωB97M-V/def2-TZVPD

Properties
Gap between HOMO and LUMO (spin up / spin down), eV: 6.4000 / 8.1473
HOMO energy (spin up / spin down), eV: -6.14 / -7.70
Electronic energy, eV: -15301.229
E_LUMO (spin up / spin down), eV: 0.265 / 0.452
ΔE to the lowest compared entry with this formula, charge and spin, eV: 4.0747
Molecular weight, u: 116.24

Last column: natural (NBO) charge in e.
Positions of all 19 atoms, in Å:
C1 -1.50989 0.07342 -2.37699  -0.3497
C2 -0.75901 -0.82762 -1.81386  -0.7208
C3 1.61230 2.21070 0.42412  -0.6136
C4 -1.09695 -2.09500 2.10402  -0.7517
C5 0.39767 1.27775 0.49297  -0.9211
O1 1.90302 -1.03835 -0.33485  -1.1022
Si1 0.40129 -0.40202 -0.40284  1.6731
H1 -2.30535 -0.22623 -3.05003  0.2044
H2 -1.28260 1.10705 -2.12264  0.1906
H3 -1.09346 -1.89455 -1.86161  0.2315
H4 1.40374 3.14247 1.02448  0.2137
H5 2.57321 1.77707 0.83480  0.2217
H6 1.80374 2.49515 -0.70717  0.2008
H7 -2.09862 -1.51962 2.17527  0.1781
H8 -1.18103 -3.00014 1.62253  0.1598
H9 -0.36578 -1.92323 2.90064  0.1790
H10 -0.61097 1.82374 0.23185  0.2386
H11 0.23418 1.01114 1.52412  0.2539
H12 1.97453 -1.99174 -0.66482  0.5140

Forces on atoms 1 to 6 (eV/Å):
C -0.52 1.27 -0.60
C 0.98 -2.19 1.71
C 0.77 0.99 -1.56
C -1.20 3.66 0.32
C -1.48 0.63 -0.88
O 0.60 -2.13 -1.14

***

> Which of these has the lowest ΔE to the lowest compared entry with this formula, charge and spin?

number 2

***

> Among the records above, which one has the lowest electronic energy?

C5H12O3Si